(1)
61
Properties=species:S:1:pos:R:3:forces:R:3:nbo_charge:R:1 method="wB97M-V/def2-TZVPD" lumo_ev=-5.8 homo_lumo_gap_ev=5.963 charge=+1 fmax_ev_per_a=4.97
Zn -0.4206 -2.1109 -0.9816 1.4903 0.5354 0.2958 1.742
C 1.5650 1.2619 0.4478 -1.7424 -1.1660 1.2904 0.790
F 2.4944 0.3169 0.4353 0.3766 0.5375 -0.4346 -0.298
F 0.8447 1.0632 1.5712 0.0736 0.0429 -0.1416 -0.326
F 2.0282 2.4742 0.4910 0.4022 -0.0408 -0.7144 -0.258
S 0.3654 0.9564 -1.0133 1.4371 0.6139 -1.6436 2.148
O -0.2162 2.2145 -1.3661 -0.4631 -0.8244 1.0647 -0.842
O 1.2119 0.3760 -2.0326 -0.6836 -0.9187 0.9207 -0.939
N -0.7629 -0.2670 -0.4816 1.6321 1.7177 -0.9537 -1.397
S -2.0704 0.4304 0.1535 -4.5533 0.2423 1.9846 2.154
O -2.9383 -0.6175 0.6745 1.5042 -0.0824 -0.8440 -0.931
O -1.8417 1.5290 1.0492 0.8558 -0.5195 -1.1360 -0.861
C -3.1358 1.0840 -1.3393 0.2125 -0.8901 0.8151 0.783
F -4.1988 0.2973 -1.4766 0.2999 -0.1158 0.0305 -0.298
F -3.5704 2.2909 -1.0785 0.6430 0.2075 -0.3719 -0.272
F -2.3938 0.9669 -2.4371 -0.2570 0.5488 -0.2459 -0.313
C -6.9022 2.1433 0.1090 1.3886 0.3255 0.9065 -0.621
C -6.3497 1.0546 1.0346 -0.4318 -0.6919 -0.9138 -0.061
O -7.3346 0.8717 2.0317 -0.2767 -0.3485 0.2064 -0.725
H -6.1417 2.3929 -0.6330 -0.1400 0.1365 -0.0784 0.198
H -7.0587 3.0077 0.7556 -0.2453 0.2232 -0.3452 0.217
H -7.8229 1.8643 -0.3933 -0.0311 -0.2250 0.1832 0.220
H -5.3746 1.1886 1.5187 -0.0178 0.8419 -0.2490 0.158
H -6.1821 0.1725 0.3979 -0.3555 -0.2959 0.2992 0.146
H -7.2832 -0.0116 2.4073 0.0938 0.0338 0.0001 0.470
C 4.4573 0.8017 -2.9497 -0.3273 0.5277 -0.1131 -0.631
C 5.7692 1.3717 -3.4353 0.2949 1.1039 -0.1987 -0.065
O 6.0310 0.7751 -4.6924 0.0906 -0.2638 -0.1953 -0.729
H 3.6221 1.1307 -3.5742 0.3101 -0.1144 -0.5048 0.217
H 4.1326 1.2185 -1.9940 0.5056 -0.5206 0.3801 0.209
H 4.5150 -0.2839 -3.0214 -0.1553 -0.0536 0.5154 0.200
H 6.6411 1.2817 -2.7758 -0.3491 -0.6805 0.3000 0.164
H 5.7093 2.4655 -3.5457 -0.3652 -0.0752 -0.1222 0.160
H 6.9523 0.9153 -4.9271 -0.0268 0.0515 -0.0421 0.475
C 1.3868 -2.2410 2.9062 -0.4333 -0.0811 0.1308 -0.657
C 0.4778 -2.6897 1.7889 0.1562 -0.8358 0.0710 -0.088
O 1.0355 -2.2640 0.5034 -0.6743 0.2251 0.4905 -0.841
H 0.8827 -2.4348 3.8539 0.2469 -0.2075 0.0698 0.253
H 1.5752 -1.1678 2.8883 -0.0181 -0.0008 -0.2169 0.244
H 2.3317 -2.7848 2.8554 0.0111 0.0470 0.2029 0.218
H -0.5622 -2.3766 1.9192 0.1834 0.6310 -0.3935 0.208
H 0.4239 -3.7787 1.6677 0.0767 0.0196 0.6586 0.179
H 1.9702 -2.5013 0.5750 -0.0270 0.0982 -0.5993 0.522
C 1.4305 -3.3336 -4.4039 1.4600 -0.1546 0.2177 -0.664
C 1.5837 -2.5244 -3.1260 -0.1163 -0.6623 -1.2399 -0.080
O 0.8892 -3.2236 -2.0278 -0.9416 0.7397 0.2938 -0.858
H 0.4090 -3.6106 -4.6478 -0.0553 0.3252 -0.1372 0.228
H 2.0550 -4.2329 -4.3800 -0.2900 -0.2178 0.3355 0.224
H 1.9510 -2.7780 -5.1873 -0.5972 0.2186 -0.2322 0.262
H 1.1382 -1.5442 -3.2869 -0.1314 -0.0684 0.5664 0.224
H 2.6204 -2.4013 -2.8218 -0.0179 0.0089 -0.0132 0.210
H 0.9340 -4.1840 -2.1159 0.0130 0.0498 -0.1732 0.533
C -0.3992 2.1526 5.2561 0.3244 0.0545 -0.3372 -0.637
C 0.7143 1.1552 4.9815 -0.2739 -0.0485 -0.7446 -0.053
O 1.8252 1.7796 4.3492 0.4171 -0.1141 0.2943 -0.723
H -1.2884 1.6528 5.6382 0.0329 0.1711 0.2753 0.217
H -0.6805 2.6585 4.3283 -0.0600 -0.1935 -0.1131 0.204
H -0.0259 2.9514 5.8961 -0.2098 -0.1904 0.3534 0.222
H 0.3581 0.3652 4.3050 -0.2455 -0.0610 0.1479 0.130
H 1.0765 0.6469 5.8742 0.0936 0.2648 0.0962 0.183
H 1.5461 2.0826 3.4823 -0.1135 0.1194 0.0518 0.459

(2)
78
Properties=species:S:1:pos:R:3:forces:R:3:mulliken_charge:R:1 method="wB97M-V/def2-TZVPD" lumo_ev="2.6 / 2.6" de_lowest_kcal_mol=16.10 homo_lumo_gap_ev="5.198 / 5.190" charge=-1 fmax_ev_per_a=0.98
Pd 0.4260 -0.7304 0.5210 0.2671 0.7703 -0.5354 0.068
O 0.8825 -0.9952 3.5084 0.1673 -0.0376 0.1759 -0.542
C 2.0379 -0.1902 3.4825 0.0673 -0.0539 -0.0197 -0.109
C 3.3018 -1.0347 3.3617 0.1377 -0.0144 -0.0672 -0.620
C 3.3417 -1.9768 2.1438 -0.1143 0.0944 -0.0068 -0.684
C 3.6585 -1.3115 0.8352 0.4840 -0.0462 -0.0461 0.423
C 4.9842 -1.2504 0.3835 -0.2680 -0.0070 0.2999 -0.714
C 5.2704 -0.6758 -0.8338 0.2968 0.0201 -0.0736 -0.451
C 4.2342 -0.1657 -1.5952 -0.3538 0.0716 -0.0126 -0.975
C 2.9509 -0.2515 -1.0833 0.2234 0.2004 -0.1561 -0.591
N 2.6690 -0.8039 0.0981 -0.3931 -0.6687 0.0452 0.723
H 0.6132 -1.0988 2.5680 -0.3549 0.0243 0.1926 0.066
H 2.0754 0.3753 4.4172 0.0151 -0.0040 0.0381 0.406
H 1.9793 0.5374 2.6670 -0.0390 0.0306 -0.0703 -0.189
H 3.3785 -1.6547 4.2592 0.0193 0.0045 -0.0040 0.391
H 4.1759 -0.3717 3.3409 0.0047 -0.0427 0.0479 0.331
H 2.3835 -2.4897 2.0445 -0.0645 -0.0317 0.0202 -0.207
H 4.1042 -2.7372 2.3240 -0.0179 -0.0337 -0.0259 0.550
H 5.7681 -1.6687 1.0015 0.0086 -0.0054 -0.0049 0.454
H 6.2933 -0.6255 -1.1891 -0.0252 -0.0232 -0.0029 0.396
H 4.4015 0.2856 -2.5634 0.0001 0.0062 0.0157 0.450
H 2.1008 0.1437 -1.6261 -0.0390 -0.0068 -0.0381 0.456
C -1.6865 -2.7057 -1.5227 -0.2256 -0.0622 -0.4047 -1.321
Si -0.7668 -2.6333 0.1027 0.7468 0.3430 -0.0678 0.659
C -1.9570 -3.2998 1.3669 -0.3239 -0.1130 0.4193 -1.384
C 0.5382 -4.0100 -0.1220 0.2142 -0.2386 -0.0071 0.208
C 0.5392 -5.2136 0.5919 0.1003 0.0019 -0.0422 0.024
C 1.5080 -6.1951 0.3807 -0.0735 0.1342 -0.0100 -0.642
C 2.5072 -5.9953 -0.5603 -0.0234 0.0082 -0.0029 -0.415
C 2.5388 -4.8042 -1.2787 -0.0670 0.0496 0.0438 -0.712
C 1.5733 -3.8322 -1.0533 -0.0203 -0.0824 0.0422 -0.366
H -1.9833 -3.7374 -1.7488 0.0218 0.0571 -0.0031 0.532
H -1.0699 -2.3312 -2.3453 -0.0714 -0.0331 0.0181 0.262
H -2.5836 -2.0863 -1.4812 0.0345 -0.1408 -0.0182 0.311
H -2.4070 -4.2355 1.0120 0.0011 0.0379 0.0724 0.372
H -2.7538 -2.5696 1.5344 0.0297 -0.0611 0.0029 0.274
H -1.4734 -3.4850 2.3313 -0.0550 0.0185 -0.0442 0.349
H -0.2295 -5.3930 1.3369 0.0008 -0.0028 -0.0293 0.287
H 1.4790 -7.1164 0.9515 -0.0070 0.0011 0.0047 0.367
H 3.2539 -6.7605 -0.7368 0.0213 0.0074 0.0201 0.362
H 3.3218 -4.6313 -2.0092 -0.0132 -0.0046 0.0005 0.391
H 1.6253 -2.8985 -1.6066 -0.0158 -0.0247 -0.0047 0.209
C -0.9783 0.4964 0.9351 0.0988 -0.2966 0.6183 -0.907
Ge -1.6008 1.9116 -0.1131 -0.2462 -0.2653 -0.1336 2.147
C -3.2913 2.7111 0.5368 -0.2139 -0.0135 0.1697 -0.258
C -4.4921 2.6379 -0.1736 -0.0009 0.0849 0.0858 -0.080
C -5.6943 3.0646 0.3871 0.1317 0.0047 -0.0107 -0.590
C -5.7170 3.5773 1.6763 0.0403 -0.0086 -0.0059 -0.378
C -4.5315 3.6720 2.3967 0.0587 -0.0173 -0.0654 -0.623
C -3.3357 3.2437 1.8315 -0.1297 0.0125 -0.1000 -0.389
C -0.3580 3.4329 -0.0695 0.2048 0.3904 0.0230 -0.410
C -0.7620 4.7097 -0.4744 0.2049 0.0110 0.0513 -0.027
C 0.1128 5.7915 -0.4207 -0.0300 -0.1179 0.0082 -0.673
C 1.4088 5.6127 0.0520 -0.0370 -0.0331 0.0013 -0.367
C 1.8235 4.3527 0.4649 -0.1087 -0.0328 -0.0372 -0.551
C 0.9440 3.2739 0.4031 0.0690 0.1575 -0.0995 -0.172
C -1.9135 1.5130 -2.0047 -0.0085 -0.0135 -0.3309 -0.203
C -1.3977 2.2841 -3.0497 -0.0427 -0.1218 -0.0197 -0.390
C -1.6740 1.9721 -4.3786 -0.0100 -0.0200 0.1069 -0.625
C -2.4764 0.8804 -4.6844 0.0034 0.0067 0.0473 -0.449
C -2.9965 0.0998 -3.6590 0.0249 0.0723 0.0461 -0.754
C -2.7143 0.4174 -2.3358 0.0440 0.1341 -0.1014 -0.529
H -1.3867 0.4606 1.9469 -0.2571 -0.1148 -0.0397 0.517
H -4.4955 2.2411 -1.1839 0.0122 -0.0209 0.0300 0.297
H -6.6131 2.9933 -0.1840 0.0054 -0.0043 -0.0028 0.375
H -6.6523 3.8981 2.1199 0.0089 0.0151 -0.0047 0.343
H -4.5401 4.0759 3.4028 0.0008 -0.0088 -0.0071 0.376
H -2.4217 3.3218 2.4129 -0.0060 -0.0250 -0.0221 0.345
H -1.7765 4.8650 -0.8311 0.0071 -0.0105 0.0189 0.403
H -0.2162 6.7736 -0.7417 -0.0022 -0.0079 0.0099 0.372
H 2.0889 6.4554 0.1049 -0.0054 -0.0062 -0.0082 0.353
H 2.8308 4.2102 0.8418 -0.0190 0.0003 -0.0133 0.382
H 1.2600 2.2854 0.7291 -0.0639 0.0176 0.0207 -0.196
H -0.7621 3.1348 -2.8267 -0.0211 -0.0002 0.0124 0.316
H -1.2618 2.5818 -5.1747 0.0039 -0.0061 0.0047 0.387
H -2.6913 0.6353 -5.7176 -0.0016 -0.0019 -0.0075 0.360
H -3.6164 -0.7593 -3.8889 0.0239 -0.0033 0.0016 0.389
H -3.1065 -0.2033 -1.5390 -0.0350 0.1003 -0.0077 0.810

(3)
11
Properties=species:S:1:pos:R:3:forces:R:3:nbo_charge:R:1 method="wB97M-V/def2-TZVPD" lumo_ev=0.0 de_lowest_kcal_mol=53.12 homo_lumo_gap_ev=9.943 smiles="N#C/C=C/CO" fmax_ev_per_a=1.86
N -1.9154 2.6308 -0.6141 0.3551 -0.9652 0.1881 -0.304
C -1.5111 1.5853 -0.3207 -0.5101 1.0189 0.1568 0.251
C -0.9828 0.3051 0.0293 -0.3138 0.1561 1.3615 -0.447
C 0.2047 0.1547 0.6599 -0.8746 0.1592 0.5442 -0.050
C 0.9732 -1.0874 0.3431 -0.1924 0.2681 0.0346 -0.122
O 1.3409 -0.5136 -0.9189 0.0940 -0.8543 -1.1216 -0.677
H -1.6081 -0.5652 -0.1560 0.1935 0.0789 -0.3677 0.248
H 0.8098 0.9866 1.0127 -0.2787 0.0052 -0.1481 0.231
H 1.8659 -1.2909 0.9466 -0.2760 0.2333 -0.2360 0.207
H 0.3804 -2.0076 0.2267 0.0654 0.3123 0.1068 0.180
H 0.4425 -0.1977 -1.2086 1.7377 -0.4125 -0.5186 0.483

(4)
12
Properties=species:S:1:pos:R:3:forces:R:3:nbo_charge:R:1 method="wB97M-V/def2-TZVPD" lumo_ev=1.0 de_lowest_kcal_mol=95.10 homo_lumo_gap_ev=9.753 smiles="O=CNN1CC1" fmax_ev_per_a=4.06
O -0.6812 2.8377 0.5773 -0.6154 2.3923 -0.2884 -0.498
C -0.1865 1.8153 0.8379 0.6207 -3.5356 1.8996 0.544
N 0.5564 0.9949 -0.0268 0.7684 0.1199 -1.9641 -0.545
N 0.2595 -0.3532 0.3134 1.9951 -1.5004 1.6140 -0.305
C 0.5573 -1.3213 -0.7070 -0.7221 -0.2711 -1.4449 -0.259
C -0.8975 -1.0402 -0.2612 0.3855 0.8214 0.5069 -0.268
H -0.2874 1.1545 1.7733 -0.6292 1.3245 -0.2078 0.088
H 1.5907 1.1367 0.0297 -1.2865 -0.1202 -0.1277 0.394
H 1.1242 -2.2466 -0.5277 -0.6444 0.3390 0.9737 0.210
H 0.9119 -1.0332 -1.7289 -0.9024 0.6054 0.9051 0.207
H -1.4653 -1.6866 0.4952 1.0246 0.9507 -1.3467 0.219
H -1.4821 -0.2582 -0.7751 0.0058 -1.1259 -0.5195 0.213